C26H74Li3N4O15 | the ωB97M-V functional and the def2-TZVPD basis

Geometry as ORCA input:
```
! RIJCOSX wB97M-V def2-TZVPD def2/J DEFGRID3
* xyz 0 2
Li -3.47633 3.94950 8.71553
Li -2.41925 6.19006 9.20402
Li -1.37268 6.43441 12.48879
O -1.87023 4.65543 7.74845
C -0.63689 4.30166 8.44779
C -0.55971 4.42956 10.01229
O -1.02008 5.57428 10.67468
H 0.31743 4.73889 8.15418
H -0.48876 3.26097 8.15949
H 0.43708 4.25303 10.41644
H -1.11301 3.57335 10.39812
C 3.56651 6.23604 13.40291
O 3.53863 5.55590 12.13848
C 3.38669 4.17170 12.10599
C 4.38099 3.43045 13.02174
N 5.83346 3.72236 12.67205
C 6.82837 2.85475 13.28050
C 8.19539 3.60503 13.17233
O 8.07429 4.74756 14.01779
C 9.19148 5.68256 13.75553
H 4.34788 5.87880 14.07369
H 2.62370 6.00760 13.89992
H 3.51073 7.32066 13.31029
H 3.68920 3.92086 11.08930
H 2.37504 3.88410 12.39227
H 4.15407 2.37529 12.86932
H 4.14690 3.65754 14.06180
H 6.09466 4.67922 12.86256
H 6.73553 1.92929 12.71216
H 6.53316 2.55215 14.28518
H 8.63243 3.65241 12.17492
H 8.86454 2.91381 13.68473
H 9.09647 6.08606 12.74743
H 10.08535 5.08970 13.94946
H 9.05498 6.60671 14.31716
C -3.37393 1.66275 10.79735
O -3.59653 2.12952 9.52065
C -4.39738 1.25954 8.72669
C -4.71532 1.81092 7.26540
N -4.94971 3.28743 7.24503
C -5.02475 3.70247 5.87448
C -6.45250 3.38198 5.35999
O -7.54597 4.00356 6.02967
C -8.70693 3.65115 5.35177
H -4.30369 1.67153 11.36618
H -2.62794 2.17184 11.40762
H -2.98806 0.64453 10.74810
H -5.32059 0.98359 9.23625
H -3.79990 0.36839 8.53443
H -5.49217 1.11964 6.93871
H -3.73865 1.56568 6.84819
H -5.86024 3.37268 7.67371
H -4.31841 3.29047 5.15376
H -4.73997 4.75145 5.79304
H -6.42129 2.29902 5.24025
H -6.46450 3.81196 4.35846
H -8.60927 3.93377 4.30358
H -9.53416 4.12041 5.88429
H -8.86385 2.58305 5.50225
C 0.13212 1.86810 5.79461
O -0.02669 1.96802 4.39269
C 1.12697 2.19629 3.61899
C 0.53099 2.16905 2.20653
N 1.56485 2.41536 1.18297
C 1.06539 3.29822 0.09344
C 2.39750 3.74942 -0.58982
O 3.32427 4.38708 0.33842
C 4.63185 4.83303 -0.09514
H 0.73293 2.71311 6.13088
H 0.53733 0.86672 5.94007
H -0.78770 2.08314 6.33846
H 1.88736 1.42267 3.72586
H 1.70959 3.08533 3.86036
H -0.34019 2.82409 2.21425
H 0.18511 1.14001 2.10887
H 2.29406 2.92700 1.65897
H 0.70927 4.26814 0.44061
H 0.31215 2.77836 -0.49858
H 2.34908 4.34205 -1.50335
H 2.94230 2.88931 -0.97906
H 4.58089 5.38162 -1.03565
H 5.43660 4.09786 -0.09265
H 5.11536 5.48972 0.62810
C 3.82732 0.25899 8.78830
O 4.00149 1.72056 8.88315
C 3.19138 2.40948 7.96331
C 3.39047 3.90551 8.24063
N 4.76098 4.26021 8.25383
C 4.99021 5.53301 8.85288
C 6.26505 6.17560 8.49080
O 7.28411 5.74625 9.38197
C 8.51016 6.49366 9.08707
H 2.83605 -0.10855 8.52300
H 4.04534 -0.32077 9.68521
H 4.43252 -0.01457 7.92401
H 2.14999 2.16392 8.17143
H 3.51127 2.08119 6.97437
H 2.99330 4.06939 9.24237
H 2.95274 4.55617 7.48357
H 5.12587 3.48849 8.79364
H 4.90724 5.37085 9.92755
H 4.24884 6.22707 8.45695
H 6.30521 7.25058 8.66662
H 6.51594 6.08110 7.43428
H 9.36447 5.94787 9.48754
H 8.44656 7.55163 9.34152
H 8.83069 6.40898 8.04871
O -0.74456 6.89254 5.97859
H -0.31493 6.41517 5.26882
H -1.07154 6.20931 6.56384
O -3.48859 6.06926 12.63672
H -3.68508 5.69310 11.77875
H -4.31552 6.45629 12.92417
O -1.50220 4.42556 4.91686
H -1.80175 4.45922 5.82536
H -1.31990 3.49934 4.75843
O -1.43439 2.91382 13.38763
H -2.02532 3.35241 12.77554
H -2.01387 2.51680 14.03788
O 1.96872 6.87039 10.48448
H 1.17215 6.40426 10.73834
H 2.68192 6.32643 10.81868
*
```

Values from the calculation:
Frontier orbital gap (spin up / spin down): 3.7 / 7.8 eV
⟨S²⟩: 0.751
Largest force on an atom: 0.071 hartree/bohr

Results of the Löwdin charge analysis, in e, for atoms 1 through 4: 0.480, 0.529, 0.671, -0.482